No. 1
45
Properties=species:S:1:pos:R:3:forces:R:3 method="wB97M-V/def2-TZVPD" total_energy_ha=-1008.2802 gap_ev="7.971 / 7.970" charge=+1 homo_energy_ev="-11.36 / -11.36" e_above_lowest_kcal_mol=3.7 mol_weight_da=389.8
Pd -1.046 -1.023 0.532 -0.1 -0.2 0.6
N -1.316 -2.744 1.839 0.0 0.0 0.1
C -0.699 -3.921 1.196 0.0 0.0 0.0
C -1.061 -3.943 -0.282 0.0 -0.1 0.0
N -0.749 -2.672 -0.955 -0.2 0.4 0.1
C 0.580 -2.585 -1.588 0.0 0.0 -0.1
C 1.747 -2.459 -0.612 0.0 0.0 0.0
N 1.555 -1.332 0.297 0.1 0.0 0.0
H -0.972 -2.636 2.788 0.0 0.0 0.0
H -2.321 -2.880 1.913 0.0 0.0 0.0
H -1.021 -4.856 1.659 0.0 0.0 0.0
H 0.376 -3.838 1.335 0.0 0.0 0.0
H -2.135 -4.115 -0.383 0.0 0.0 0.0
H -0.551 -4.782 -0.766 0.0 0.0 0.0
H -1.446 -2.469 -1.662 0.0 -0.1 0.0
H 0.555 -1.707 -2.237 0.0 0.0 0.0
H 0.752 -3.462 -2.221 0.0 0.0 0.0
H 2.658 -2.378 -1.213 0.0 0.0 0.0
H 1.854 -3.372 -0.026 0.0 0.0 0.0
H 1.794 -0.458 -0.159 0.0 0.0 0.0
H 2.144 -1.398 1.118 0.0 -0.1 0.0
N -1.181 0.349 -0.779 0.5 0.0 -0.6
C -0.627 1.444 -0.438 -0.1 -0.1 -0.1
C -0.525 2.590 -1.371 0.0 0.1 0.1
C -0.557 3.894 -0.882 0.0 0.0 0.0
C -0.480 4.966 -1.757 0.0 0.0 0.0
C -0.361 4.738 -3.121 0.0 0.0 0.0
C -0.323 3.439 -3.611 0.0 0.0 0.0
C -0.407 2.366 -2.739 0.0 0.0 0.0
C -0.066 1.497 0.938 -0.1 0.0 0.1
C -0.807 0.868 1.953 -0.2 -0.2 -0.2
C -0.280 0.728 3.238 0.1 0.0 0.0
C 0.978 1.225 3.515 0.0 0.0 0.0
C 1.709 1.871 2.516 0.0 0.0 0.0
C 1.196 2.008 1.239 0.0 0.0 0.0
H -0.655 4.070 0.182 0.0 0.0 0.0
H -0.516 5.978 -1.378 0.0 0.0 0.0
H -0.297 5.574 -3.804 0.0 0.0 0.0
H -0.226 3.265 -4.674 0.0 0.0 0.0
H -0.385 1.349 -3.108 0.0 0.0 0.0
H -1.863 0.623 1.764 0.0 0.1 0.0
H -0.871 0.268 4.020 0.0 0.0 0.0
H 1.388 1.138 4.512 0.0 0.0 0.0
H 2.686 2.274 2.747 0.0 0.0 0.0
H 1.768 2.508 0.466 0.0 0.0 0.0

No. 2
49
Properties=species:S:1:pos:R:3:forces:R:3 method="wB97M-V/def2-TZVPD" total_energy_ha=-1236.1846 gap_ev=8.008 smiles="COc1ccc(N/C(=C/[N+](=O)[O-])NCCCn2cncc2C)c(OC)c1" homo_energy_ev=-8.17 e_above_lowest_kcal_mol=114.5 mol_weight_da=361.4
O 2.604 -3.461 -0.160 0.5 -0.2 -0.1
O 4.717 -2.992 0.094 0.1 -0.3 0.0
N -3.842 -3.052 2.225 0.0 -0.3 0.2
O -0.834 4.521 -3.196 0.7 -0.9 0.0
O 1.358 3.122 1.001 -1.0 0.2 -0.1
C -2.626 -2.820 2.668 -0.2 -0.7 -1.9
C -3.718 -3.744 1.033 1.9 0.6 0.4
C -2.375 -3.901 0.704 -1.1 0.4 -0.1
C 2.085 -0.660 -0.307 -1.0 -1.6 1.0
C 3.269 -1.311 -0.077 0.8 2.3 -0.6
C 0.369 2.414 -3.007 -0.1 0.0 0.7
C 0.334 3.895 -1.114 0.9 -1.5 -0.1
C 1.041 1.439 -2.243 -0.3 1.3 -0.7
C -0.009 3.659 -2.482 -0.4 0.0 2.0
C 1.007 2.891 -0.328 -0.9 1.7 -0.8
C 1.364 1.672 -0.925 -0.3 0.1 0.7
N 2.055 0.720 -0.170 0.5 -0.4 0.7
N -1.679 -3.305 1.761 0.1 0.2 0.2
N 0.898 -1.347 -0.417 -0.2 0.4 -0.6
N 3.558 -2.662 -0.052 -1.1 -0.4 0.2
C -1.315 5.720 -2.587 0.8 0.2 -1.3
C 0.490 4.028 1.784 0.2 -1.1 -0.5
C -1.850 -4.566 -0.585 0.4 0.2 2.1
C -0.236 -3.047 1.902 0.2 0.3 -0.1
C -0.186 -0.953 0.519 0.6 0.4 -0.5
C 0.095 -1.541 1.891 -1.0 0.5 0.7
H -2.377 -2.282 3.576 0.1 -0.2 -0.2
H -4.530 -4.069 0.411 -0.4 0.0 0.2
H 4.126 -0.666 0.026 0.3 -0.3 -0.2
H 0.054 2.157 -3.986 -0.1 -0.1 -0.9
H 0.156 4.835 -0.624 -0.3 0.2 -0.1
H 1.392 0.520 -2.692 -0.3 0.0 -0.1
H 2.545 1.063 0.641 0.1 0.1 -0.2
H 1.020 -2.368 -0.553 0.1 1.1 0.3
H -0.466 6.300 -2.230 -0.1 0.1 0.3
H -1.776 6.319 -3.401 0.2 -0.6 0.5
H -2.044 5.529 -1.824 -0.3 -0.2 0.6
H -0.580 3.762 1.672 0.6 0.1 -0.2
H 0.677 5.059 1.516 0.0 0.2 -0.2
H 0.752 3.906 2.836 0.2 -0.2 -0.2
H -1.037 -3.995 -1.037 0.1 -0.2 0.0
H -2.645 -4.668 -1.297 -0.5 0.2 -0.2
H -1.548 -5.585 -0.308 0.4 0.2 -0.4
H 0.153 -3.501 2.816 -0.2 -0.1 -0.1
H 0.314 -3.494 1.067 -0.3 -0.2 0.2
H -1.113 -1.345 0.138 -0.5 -0.1 -0.2
H -0.274 0.148 0.540 0.1 -0.6 0.0
H 1.148 -1.365 2.129 -0.1 -0.2 0.1
H -0.521 -0.979 2.654 0.6 -0.7 -0.6

No. 3
50
Properties=species:S:1:pos:R:3:forces:R:3 method="wB97M-V/def2-TZVPD" total_energy_ha=-1311.3572 gap_ev=6.182 smiles="COC(=O)[C@H]1CCCN1C1=CCCCC1.COc1ncc2c(no[n+]2[O-])n1" homo_energy_ev=-7.97 e_above_lowest_kcal_mol=202.8 mol_weight_da=377.4
C -1.463 3.457 -1.483 -1.1 1.1 0.1
O -0.520 2.483 -1.801 1.6 -0.7 0.5
C 0.515 2.528 -0.911 0.8 0.1 0.8
O 0.581 3.276 0.038 -0.7 -0.2 -1.1
C 1.634 1.560 -1.225 0.3 -1.3 0.7
C 2.494 2.037 -2.412 -0.1 0.1 -0.1
C 3.959 1.716 -2.042 0.0 0.1 0.2
C 3.906 1.043 -0.665 -0.7 -0.4 0.7
N 2.570 1.328 -0.083 0.2 1.5 -1.4
C 2.135 0.664 1.106 -0.3 0.5 0.2
C 1.575 1.364 2.106 0.4 -0.3 -0.5
C 1.075 0.762 3.384 -0.1 -0.4 0.2
C 1.521 -0.697 3.589 0.0 0.0 0.0
C 1.451 -1.480 2.274 0.1 0.1 0.0
C 2.326 -0.823 1.195 0.0 -0.4 0.0
H -2.222 3.496 -2.268 0.2 -0.2 0.1
H -1.927 3.215 -0.525 -0.1 0.2 -0.1
H -0.958 4.422 -1.409 -0.3 0.1 0.1
H 1.180 0.586 -1.454 -0.3 0.0 -0.4
H 2.191 1.545 -3.344 0.0 0.1 0.3
H 2.344 3.112 -2.566 0.1 -0.2 0.1
H 4.433 1.067 -2.787 -0.2 0.1 0.2
H 4.560 2.632 -2.001 -0.2 -0.2 0.0
H 4.012 -0.041 -0.751 0.3 -0.2 -0.2
H 4.690 1.395 0.011 -0.1 0.0 -0.1
H 1.475 2.428 1.967 0.0 0.1 0.0
H 1.394 1.378 4.235 0.0 -0.1 -0.2
H -0.021 0.804 3.388 0.0 0.0 0.0
H 2.551 -0.717 3.967 0.0 0.0 -0.1
H 0.912 -1.186 4.361 0.1 0.2 -0.2
H 1.740 -2.528 2.427 0.1 0.2 0.0
H 0.411 -1.510 1.928 0.0 0.1 0.0
H 2.121 -1.265 0.212 0.0 -0.1 0.1
H 3.383 -1.023 1.405 0.0 -0.1 0.0
C -5.574 -1.248 1.404 -0.1 0.5 1.3
O -5.749 -1.695 0.094 2.1 -1.1 -2.1
C -4.539 -2.088 -0.468 -1.7 -0.1 -1.1
N -4.576 -2.498 -1.724 -0.7 0.3 0.6
C -3.383 -2.878 -2.229 -0.2 -0.5 -1.4
N -3.081 -3.354 -3.458 -3.8 0.6 -0.4
O -1.784 -3.625 -3.540 0.6 0.7 2.3
N -1.279 -3.302 -2.328 3.9 0.7 4.0
O -0.064 -3.413 -1.993 -1.9 -0.2 -1.7
C -2.240 -2.827 -1.462 0.8 -1.1 -3.0
C -2.304 -2.373 -0.158 0.5 0.2 1.0
N -3.447 -2.006 0.344 0.4 -0.1 -0.2
H -6.539 -0.922 1.797 0.1 -0.1 -0.3
H -5.181 -2.074 2.003 -0.1 0.4 0.3
H -4.866 -0.415 1.392 -0.2 -0.1 0.4
H -1.422 -2.310 0.459 0.2 0.0 0.2

No. 4
44
Properties=species:S:1:pos:R:3:forces:R:3 method="wB97M-V/def2-TZVPD" total_energy_ha=-941.5482 gap_ev=9.730 homo_energy_ev=-9.21 e_above_lowest_kcal_mol=368.6 mol_weight_da=289.4
C 4.242 2.422 -1.188 4.9 -3.2 -1.5
C 3.411 1.291 -2.051 8.3 3.1 -4.3
H 4.116 0.384 -2.249 -0.3 2.0 -0.2
H 3.077 1.734 -3.019 1.0 0.1 0.4
O 2.356 0.795 -1.587 -5.4 -3.9 6.5
C 2.714 -0.084 -0.518 -2.4 -1.9 -0.9
O 3.828 -0.442 -0.264 -0.6 0.8 -0.1
C 1.430 -0.684 0.155 -1.1 9.0 -1.7
C 1.344 0.181 1.446 -1.2 -1.9 -0.2
H 2.048 0.001 2.163 2.6 -1.6 1.5
H 1.504 1.200 1.406 -0.3 2.5 -1.2
C 0.040 -0.117 2.113 -4.5 5.8 2.2
N -0.576 -1.322 1.741 7.7 -3.5 2.9
C -1.740 -1.835 1.745 -5.0 -1.1 -4.0
O -1.999 -3.049 1.379 0.5 3.9 2.1
C -2.770 -0.609 1.606 -2.4 -12.6 -15.0
C -2.705 0.272 0.275 1.7 -3.2 6.1
C -2.187 -0.348 -0.847 -1.8 -7.7 5.1
C -2.054 0.194 -1.929 2.4 9.3 -6.6
C -2.122 1.763 -1.829 3.0 -8.5 -12.3
C -2.565 2.229 -0.829 -3.7 10.4 14.4
C -2.678 1.564 0.519 -1.4 0.4 -4.9
H -3.119 1.930 1.403 0.0 1.0 0.8
H -2.682 3.444 -0.554 0.3 -2.9 -1.8
C -1.860 2.258 -3.215 -1.2 8.0 7.7
H -0.913 2.471 -3.376 4.6 0.2 -1.3
H -2.245 3.707 -3.104 1.0 -3.9 -0.4
H -2.447 2.023 -3.915 -4.2 -2.6 -5.5
H -1.581 -0.015 -2.859 -0.1 -1.4 -0.4
H -2.107 -1.447 -0.876 0.1 0.2 0.8
H -3.763 -1.382 1.503 2.1 2.5 0.3
H -2.852 -0.188 2.345 -1.5 8.5 13.8
C 0.586 -2.330 1.933 0.6 -0.1 -1.4
C 1.409 -1.998 0.507 2.2 -6.2 5.8
H 2.470 -2.336 0.726 -0.9 0.4 -0.2
H 1.037 -2.785 -0.042 -1.0 -1.0 -2.3
H 0.146 -3.444 1.780 1.2 2.8 1.1
H 1.238 -2.008 2.983 -2.1 -1.3 -3.1
H -0.776 0.662 1.732 2.0 -1.0 0.9
H 0.118 0.208 3.351 -0.3 -1.6 -3.1
H 0.472 -0.200 -0.331 1.9 -1.5 -0.1
H 4.870 2.064 -0.176 -2.0 0.7 -2.9
H 3.681 3.233 -1.005 -2.4 2.8 1.1
H 5.101 2.924 -1.934 -2.1 -1.7 1.8

No. 5
45
Properties=species:S:1:pos:R:3:forces:R:3 method="wB97M-V/def2-TZVPD" total_energy_ha=-1017.3445 gap_ev=9.313 smiles="CCCCN1C(=O)CC[C@@H](C(=O)O)[C@@H]1c1ccc(OC)cc1" homo_energy_ev=-8.72 e_above_lowest_kcal_mol=24.1 mol_weight_da=305.4
C 2.463 -0.927 -2.604 0.1 0.2 -0.2
C 1.981 0.351 -3.280 -0.1 -0.1 0.0
C 0.573 0.761 -2.836 0.2 0.2 0.1
C 0.558 1.688 -1.617 -0.2 0.2 -0.5
N 1.248 1.191 -0.437 0.0 -0.2 -0.2
C 2.467 1.723 -0.159 0.2 0.0 0.4
O 3.081 2.418 -0.944 0.3 0.2 -0.2
C 3.009 1.350 1.206 0.2 0.0 -0.1
C 2.815 -0.142 1.440 0.0 0.0 0.1
C 1.316 -0.493 1.396 0.0 0.1 0.1
C 0.803 -0.589 2.818 -0.2 0.1 -0.1
O 0.393 0.326 3.481 0.0 0.2 0.1
O 0.891 -1.837 3.287 0.1 -0.7 0.1
H 0.591 -1.880 4.210 0.0 0.3 -0.1
H 1.188 -1.477 0.942 0.0 0.1 0.0
C 0.490 0.579 0.649 -0.2 0.0 0.5
C -0.822 -0.012 0.195 -0.1 0.2 0.2
C -0.882 -1.172 -0.573 -0.2 0.0 0.1
C -2.093 -1.706 -0.955 -0.2 0.0 0.0
C -3.290 -1.098 -0.573 0.2 0.0 0.0
C -3.240 0.056 0.200 -0.4 -0.1 -0.1
C -2.016 0.583 0.574 0.3 -0.1 0.0
H -1.996 1.477 1.182 0.0 0.1 0.1
H -4.142 0.552 0.521 -0.1 0.0 0.0
O -4.428 -1.707 -0.998 0.3 -0.1 -0.1
C -5.668 -1.147 -0.639 -0.2 0.1 0.1
H -5.800 -1.128 0.448 0.0 0.0 0.0
H -5.782 -0.134 -1.037 0.0 0.0 0.0
H -6.423 -1.794 -1.081 0.0 0.1 0.1
H -2.143 -2.603 -1.552 0.0 -0.1 -0.1
H 0.027 -1.666 -0.880 0.1 -0.1 -0.1
H 0.260 1.364 1.389 0.0 -0.2 -0.1
H 3.343 -0.696 0.662 0.0 0.0 0.1
H 3.244 -0.435 2.401 0.1 0.0 -0.1
H 2.479 1.921 1.972 0.0 0.0 0.0
H 4.064 1.621 1.242 -0.1 0.1 -0.1
H 1.063 2.619 -1.893 -0.2 -0.1 0.1
H -0.478 1.914 -1.348 0.1 0.0 0.0
H 0.087 1.315 -3.643 -0.1 0.0 0.0
H -0.030 -0.127 -2.643 -0.1 0.0 -0.1
H 1.983 0.193 -4.361 0.0 0.0 0.0
H 2.674 1.162 -3.059 0.0 0.0 -0.1
H 2.475 -0.806 -1.525 0.0 -0.1 0.1
H 3.472 -1.169 -2.932 0.1 -0.1 0.0
H 1.813 -1.763 -2.857 -0.1 -0.1 0.0